Entry 1:
Formula: C6H3Br2N3O2
Source: the OMol25 dataset
Level of theory: ωB97M-V/def2-TZVPD

Each line ends with the Löwdin charge.
CARTESIAN COORDINATES (ANGSTROEM)
1 O -1.763 -1.931 -1.958  0.17
2 O 0.026 -2.873 -1.356  0.13
3 Br 0.817 4.291 -0.501  0.59
4 Br -1.093 -2.109 3.376  0.58
5 N 0.722 2.551 -1.391  -0.28
6 N -0.911 -1.878 1.411  -0.24
7 C 0.596 1.365 0.788  -0.02
8 C 0.319 0.188 1.475  -0.02
9 C 0.113 0.242 -1.360  0.11
10 C -0.351 -0.860 -0.656  -0.10
11 C 0.593 1.478 -0.696  -0.42
12 C -0.232 -0.976 0.803  -0.36
13 N -0.786 -1.982 -1.341  -0.44
14 H 1.179 2.177 1.316  0.09
15 H 0.621 -0.053 2.487  0.08
16 H 0.149 0.371 -2.399  0.11

**Kohn-Sham gap**: 7.7 eV
**Total charge**: 0
**Energy above the lowest of the compared OMol25 structures with the same formula, charge and spin**: 40.28 kJ/mol
**E_HOMO**: -9.8 eV
**SMILES string**: O=[N+]([O-])C1=CC(=N/Br)/C=CC/1=N\Br

Entry 2:
Formula: C6H3BrIN2O2
Source: the OMol25 dataset
Level of theory: ωB97M-V/def2-TZVPD

Each line ends with the Löwdin charge.
CARTESIAN COORDINATES (ANGSTROEM)
1 C 0.236 -0.120 -0.372  -0.17
2 C 0.244 1.229 -0.047  -0.18
3 C -0.917 -0.921 -0.362  -0.23
4 C -2.190 1.277 0.081  -0.40
5 C -0.971 1.868 0.144  -0.64
6 C -2.087 -0.333 -0.042  -0.61
7 N -3.350 1.814 0.116  0.04
8 N -4.337 1.548 -0.700  -0.56
9 O -4.062 1.061 -1.799  -0.07
10 O -5.476 1.877 -0.430  -0.03
11 Br -1.047 3.785 0.391  0.65
12 I -3.813 -1.466 0.363  0.85
13 H 1.307 -0.480 -0.741  0.12
14 H 1.218 1.912 -0.044  0.13
15 H -0.960 -2.048 -0.356  0.09

**Kohn-Sham gap**: 7.0 eV
**Total charge**: -1
**E_HOMO**: -4.2 eV
**SMILES string**: [O-][N+]([O-])=Nc1c(Br)cccc1I

Entry 3:
Formula: C6H3FO8Tm
Source: the OMol25 dataset
Level of theory: ωB97M-V/def2-TZVPD

Each line ends with the Löwdin spin population.
CARTESIAN COORDINATES (ANGSTROEM)
1 C -2.159 2.131 1.225  0.00
2 C -2.107 1.039 0.185  0.00
3 O -1.491 1.610 -0.960  0.00
4 C -0.824 2.732 -0.640  0.00
5 O -1.101 3.111 0.598  0.00
6 O -0.209 3.373 -1.451  0.00
7 O -1.894 1.901 2.464  0.00
8 F -3.369 2.820 1.114  0.00
9 H -3.097 0.652 -0.074  0.00
10 O -2.093 -0.969 4.440  0.13
11 C -1.679 -2.008 3.847  0.14
12 C -1.240 -2.329 2.591  0.47
13 O -1.180 -3.734 2.541  0.14
14 C -1.267 -4.201 3.784  0.00
15 O -0.880 -5.272 4.162  0.08
16 O -1.633 -3.184 4.596  0.02
17 Tm -2.597 1.315 4.566  1.01
18 H -0.471 -1.822 2.016  0.02
19 H -1.547 0.036 0.546  0.00

**Kohn-Sham gap (spin up / spin down)**: 6.9 / 5.2 eV
**Total charge**: +1
**Spin multiplicity**: 3
**E_HOMO (spin up / spin down)**: -12.7 / -12.7 eV

Entry 4:
Formula: C6H3FeO5
Source: the OMol25 dataset
Level of theory: ωB97M-V/def2-TZVPD

Each line ends with the Löwdin spin population.
CARTESIAN COORDINATES (ANGSTROEM)
1 C -1.072 0.203 1.305  0.08
2 C -0.929 0.725 -0.014  0.49
3 O -2.977 1.547 -1.197  0.18
4 C -2.062 1.130 -0.689  0.07
5 O -0.994 -1.030 1.476  0.13
6 H -1.297 0.875 2.145  0.01
7 Fe -1.145 -2.270 2.820  3.91
8 O 2.242 -0.655 -0.272  0.00
9 C 1.546 -1.255 -1.427  0.00
10 C 1.563 0.319 0.161  0.00
11 O 1.960 -2.204 -1.965  0.01
12 O 0.461 -0.536 -1.609  0.03
13 C 0.386 0.551 -0.693  0.05
14 H 1.931 0.929 0.989  0.00
15 H 0.387 1.672 -1.030  0.02

**Kohn-Sham gap (spin up / spin down)**: 7.7 / 5.6 eV
**Total charge**: +4
**Energy above the lowest of the compared OMol25 structures with the same formula, charge and spin**: 0.00 kJ/mol
**Spin multiplicity**: 6
**E_HOMO (spin up / spin down)**: -27.4 / -27.4 eV

Entry 5:
Formula: C6H3N2
Source: the OMol25 dataset
Level of theory: ωB97M-V/def2-TZVPD

Each line ends with the Löwdin charge.
CARTESIAN COORDINATES (ANGSTROEM)
1 C -1.581 0.112 0.448  0.14
2 C 0.514 -1.634 -1.793  -0.11
3 C -1.087 1.086 1.209  0.08
4 C 0.326 0.926 0.896  0.04
5 C 0.827 0.079 -0.089  0.03
6 C -0.026 -0.773 -0.796  -0.23
7 N 0.966 -2.421 -2.499  0.26
8 N -1.277 -0.738 -0.397  0.27
9 H -1.570 1.722 1.900  0.13
10 H 0.950 1.679 1.552  0.19
11 H 1.957 -0.038 -0.431  0.20

**Kohn-Sham gap**: 8.8 eV
**Total charge**: +1
**Energy above the lowest of the compared OMol25 structures with the same formula, charge and spin**: 0.00 kJ/mol
**E_HOMO**: -16.0 eV
**SMILES string**: N#Cc1cccc#[n+]1

Entry 6:
Formula: C6H4
Source: the OMol25 dataset
Level of theory: ωB97M-V/def2-TZVPD

Each line ends with the Löwdin charge.
CARTESIAN COORDINATES (ANGSTROEM)
1 C -1.594 0.576 -0.326  -0.11
2 C -0.563 1.276 -0.078  0.02
3 C 1.504 -0.068 -0.478  -0.01
4 C 0.455 -0.548 0.126  -0.06
5 C -1.287 -0.819 0.078  -0.09
6 C 0.782 0.993 0.389  -0.18
7 H 2.385 -0.123 -1.229  0.13
8 H -1.611 -1.040 1.096  0.09
9 H -1.364 -1.601 -0.786  0.13
10 H 1.293 1.354 1.208  0.08

**Kohn-Sham gap (spin up / spin down)**: 8.4 / 8.4 eV
**Total charge**: 0
**Energy above the lowest of the compared OMol25 structures with the same formula, charge and spin**: 440.26 kJ/mol
**E_HOMO (spin up / spin down)**: -8.6 / -8.6 eV
**SMILES string**: C1#C[C@@H]2C=C2C1